No. 1
Molecular formula: C25H61N5O10S3
Method: DFT, ωB97M-V/def2-TZVPD

Summary:
2S+1: 1
E_HOMO: -0.3264 Eh
gap between HOMO and LUMO: 8.874 eV

Last column: Löwdin charge in e.
Geometry (Å):
C: -8.180 -21.595 24.046  -0.044
C: -15.550 -18.842 26.332  -0.041
H: -14.530 -26.112 26.337  0.076
C: -14.343 -21.982 23.531  -0.612
O: -17.569 -17.795 23.948  -0.572
H: -20.057 -16.391 24.313  0.055
C: -14.994 -19.554 28.600  -0.295
S: -18.816 -18.135 23.174  0.807
C: -12.287 -23.325 20.254  -0.047
H: -17.915 -18.565 27.870  0.089
H: -17.295 -23.838 28.925  0.047
N: -14.394 -27.172 24.578  -0.187
H: -20.140 -17.913 25.151  0.045
H: -6.979 -21.395 26.189  0.132
H: -16.731 -21.898 25.367  0.027
H: -12.909 -17.646 26.112  0.023
H: -14.652 -19.322 25.944  0.059
H: -7.399 -20.836 24.047  0.084
H: -15.409 -26.822 22.699  0.085
H: -15.859 -18.933 22.077  0.084
H: -14.326 -21.774 19.347  0.130
H: -17.994 -22.240 28.149  0.049
O: -22.342 -19.545 18.931  0.020
H: -20.019 -17.145 21.358  0.043
C: -16.959 -18.192 28.238  -0.046
H: -17.017 -17.108 28.134  0.089
C: -16.073 -19.719 21.353  -0.091
H: -9.150 -16.914 27.242  0.045
H: -12.689 -22.560 24.910  0.085
H: -13.042 -26.933 26.257  0.076
H: -13.190 -25.477 25.303  0.075
H: -16.228 -22.809 28.144  0.041
H: -12.653 -18.461 24.637  0.044
H: -20.174 -22.085 20.866  0.089
C: -17.287 -23.069 28.153  -0.245
H: -11.458 -20.111 20.591  0.096
H: -10.212 -23.085 24.466  0.068
N: -20.290 -20.613 19.442  -0.190
H: -15.860 -21.727 21.181  0.123
C: -14.262 -28.580 24.507  -0.288
H: -19.492 -20.516 21.367  0.050
H: -12.198 -23.615 21.301  0.070
H: -21.895 -20.545 20.650  0.130
H: -10.710 -16.226 27.525  0.057
O: -13.264 -20.134 18.896  0.060
H: -13.509 -28.932 25.229  0.124
H: -16.732 -20.957 22.665  0.121
H: -18.557 -21.949 25.728  0.046
H: -9.878 -23.614 26.139  0.091
H: -15.538 -17.753 26.274  0.101
H: -21.190 -17.640 23.770  0.058
H: -18.946 -20.999 17.805  0.093
H: -18.241 -17.024 21.000  0.046
N: -12.336 -21.871 19.953  -0.162
H: -10.395 -21.394 20.884  0.071
C: -15.242 -26.360 23.672  -0.037
C: -12.185 -17.735 25.301  -0.243
C: -21.598 -20.191 19.650  -0.324
O: -9.768 -18.723 25.080  -0.580
C: -7.683 -22.219 26.382  -0.389
H: -16.176 -26.268 24.227  0.084
C: -11.138 -21.060 20.160  -0.060
H: -7.862 -22.241 23.227  0.078
H: -18.855 -19.393 18.590  0.084
H: -20.084 -19.738 17.536  0.089
H: -13.511 -21.001 25.203  0.065
H: -17.071 -19.636 20.924  0.060
H: -9.849 -16.101 25.855  0.056
H: -15.204 -19.338 29.659  0.130
H: -9.100 -21.110 23.719  0.062
C: -13.200 -21.718 24.443  0.038
H: -14.774 -25.389 23.513  0.051
C: -13.733 -26.361 25.637  -0.060
S: -10.684 -18.306 26.191  0.826
N: -8.464 -22.340 25.328  -0.164
C: -20.189 -17.462 24.160  -0.263
H: -8.988 -24.312 24.769  0.093
H: -11.975 -16.725 24.948  0.051
H: -13.067 -23.923 19.782  0.086
O: -14.689 -23.093 23.369  0.119
C: -9.438 -23.401 25.165  -0.047
C: -19.552 -21.244 20.558  -0.050
H: -17.656 -22.835 24.387  0.035
H: -11.329 -23.749 19.952  0.078
S: -17.679 -23.963 26.583  0.834
H: -19.126 -15.890 22.087  0.050
O: -14.816 -29.258 23.628  -0.020
H: -18.545 -21.625 20.388  0.083
C: -19.509 -20.223 18.325  -0.083
H: -16.892 -18.249 29.325  0.080
H: -16.348 -19.351 25.792  0.075
O: -19.197 -24.210 26.672  -0.592
H: -12.393 -21.100 24.050  0.085
C: -17.655 -22.474 25.416  -0.230
H: -10.462 -21.135 19.308  0.094
C: -13.403 -21.177 19.405  -0.388
O: -7.760 -22.834 27.423  0.018
N: -15.815 -18.962 27.741  -0.190
C: -10.093 -16.677 26.748  -0.260
O: -14.683 -20.967 22.800  0.035
H: -15.461 -19.486 20.481  0.074
C: -19.026 -16.921 21.749  -0.219
O: -14.018 -20.342 28.286  -0.070
C: -15.864 -21.015 22.007  -0.227

---

No. 2
Molecular formula: C46H112Hg2N10O14
Method: DFT, ωB97M-V/def2-TZVPD

Summary:
charge: +2
2S+1: 1
energy relative to the best compared isomer or geometry (same formula, charge and spin): 0.00 kcal/mol
E_HOMO: -0.4464 Eh
gap between HOMO and LUMO: 6.144 eV

Last column: Löwdin charge in e.
Geometry (Å):
H: -0.645 5.222 -2.737  0.137
O: -2.214 3.806 -2.725  -0.318
N: 4.997 -0.877 0.538  0.021
C: 2.213 3.886 6.172  -0.045
O: 1.799 0.462 2.174  -0.040
H: 3.135 3.681 1.590  0.045
O: -0.765 -1.276 -7.245  -0.179
C: -2.500 -2.404 2.685  -0.184
C: -4.212 6.139 2.039  -0.423
C: -3.982 1.879 0.486  -0.046
H: 1.570 3.481 3.774  0.066
H: -3.411 1.827 1.413  0.089
H: 0.247 -2.314 -1.033  0.105
C: 3.024 4.146 -1.098  -0.197
H: -4.933 2.416 0.442  0.092
H: -0.703 -5.557 -2.219  0.130
H: 4.511 0.015 0.421  0.057
H: 4.513 -2.022 6.630  0.095
H: 3.313 -3.964 -2.721  0.107
C: -1.167 4.499 -3.362  -0.165
H: 3.246 -4.105 5.209  0.148
C: 0.276 -1.314 -0.626  -0.008
C: -5.027 -0.389 0.215  -0.171
H: 2.280 3.685 7.242  0.084
C: 4.042 -2.219 4.510  -0.410
C: -2.175 -1.397 -7.245  -0.097
H: -0.955 -2.899 1.073  0.047
C: -1.664 -0.256 3.200  -0.094
C: -2.146 -6.813 -1.519  -0.214
H: 2.154 -5.364 2.022  0.087
O: -0.879 -0.191 -2.406  -0.117
C: -2.983 -4.771 1.993  -0.053
H: 2.078 -1.739 -4.506  0.079
H: -4.835 -0.741 1.230  0.131
H: -6.023 0.057 0.086  0.140
H: 2.380 1.665 -2.131  0.065
H: 4.072 1.206 -2.561  0.061
N: -0.648 2.201 -4.339  0.017
C: 1.186 -0.633 -6.059  -0.429
C: 1.954 -4.942 3.008  -0.061
C: 3.002 -3.341 4.470  -0.138
H: 2.831 -0.117 -4.724  0.075
H: -1.903 -2.597 -0.119  0.070
H: -6.951 -2.175 -0.545  0.096
H: 4.939 3.321 -1.462  0.144
H: -5.667 -3.393 -0.937  0.098
N: -4.783 7.003 0.985  0.039
C: -0.351 -0.206 -1.283  -0.312
H: -5.071 1.209 -1.718  0.121
H: -2.008 -5.203 2.241  0.071
H: -5.537 4.391 1.942  0.060
C: 4.184 -1.676 -1.609  -0.167
H: 3.218 2.543 -3.375  0.075
N: -0.231 -5.842 -0.243  0.040
H: -1.052 2.421 -5.258  0.109
H: -1.520 4.934 -4.305  0.136
O: 0.819 0.989 6.859  -0.186
C: -5.937 -2.532 -0.334  -0.086
C: -0.273 -1.114 -5.932  -0.212
C: 6.652 -2.031 -0.897  -0.031
O: -2.271 -1.071 2.214  -0.210
N: 3.819 -1.392 3.311  -0.003
H: 0.593 1.096 4.856  0.094
H: -0.307 -1.973 -5.257  0.137
H: 3.018 4.769 -1.997  0.125
H: -0.071 -0.629 7.758  0.092
C: 0.584 1.423 0.479  0.017
C: 2.963 -3.681 -1.727  -0.059
C: -0.670 -6.415 -1.531  -0.442
H: 0.691 2.438 0.832  0.105
H: -3.871 4.742 -3.264  0.102
H: -5.474 7.605 1.429  0.076
H: 0.068 1.567 -4.708  0.058
H: 0.648 0.584 -7.545  0.085
H: -5.043 4.760 3.587  0.077
H: -3.827 -3.074 1.114  0.103
H: 3.018 5.437 1.943  0.102
H: 2.078 0.839 -7.124  0.090
H: -4.458 -6.200 -3.492  0.080
C: 2.143 2.506 5.479  -0.411
H: -5.933 -2.744 0.740  0.088
H: 5.799 -0.641 1.117  0.102
H: 3.232 -1.136 -1.594  0.123
C: -0.088 3.472 -3.851  -0.396
H: 0.229 4.478 -5.664  0.087
H: -3.032 0.057 0.012  0.129
H: -2.584 -2.274 -6.736  0.094
O: -2.604 -6.733 -2.849  -0.172
H: -0.029 6.689 0.651  0.096
C: 0.879 4.119 -4.855  -0.036
H: 0.530 3.228 -2.981  0.111
H: -0.592 -0.458 3.285  0.072
N: -1.716 -3.340 0.555  0.068
H: 3.270 1.748 0.277  0.054
H: 0.974 -4.463 2.955  0.091
C: 0.810 1.782 5.687  -0.207
H: -3.357 2.637 -0.005  0.049
H: 1.357 -0.284 -3.855  0.055
H: -2.601 -6.118 -0.803  0.098
H: -2.298 -7.803 -1.076  0.134
C: 0.874 -1.116 0.592  -0.368
H: 2.000 -2.923 4.596  0.137
C: 0.222 -7.527 -2.029  -0.055
C: 1.897 -0.683 -4.720  -0.063
H: -2.376 -1.632 -8.296  0.098
H: 6.861 -2.243 -1.947  0.100
H: 0.105 -8.439 -1.438  0.085
H: 4.481 -0.492 5.713  0.086
H: 2.221 1.963 3.494  0.021
C: -2.984 5.447 1.449  -0.206
C: -0.834 5.971 0.781  -0.111
H: -2.638 -0.444 -6.973  0.087
N: 2.293 2.820 4.035  0.034
C: -5.288 5.206 2.621  -0.053
H: -3.259 -2.383 3.471  0.138
O: 3.969 -2.959 -1.011  -0.299
C: 2.810 4.648 1.227  -0.082
Hg: -2.305 1.427 -2.964  1.262
H: -0.105 -7.822 -3.027  0.084
H: -0.005 2.520 5.663  0.131
H: -3.948 4.280 -1.586  0.075
O: -1.172 1.985 -1.017  -0.114
C: 3.368 2.030 -2.426  -0.048
H: 2.918 -0.907 3.422  0.079
H: -4.090 7.694 0.709  0.069
C: 5.412 -1.171 -0.852  -0.423
C: 1.090 0.292 1.155  -0.352
H: 4.436 -1.810 -2.666  0.139
C: -0.340 1.172 -0.538  -0.330
H: 1.256 5.054 -4.442  0.091
H: 6.381 -3.014 -0.499  0.076
H: 1.284 -7.277 -2.031  0.066
H: -4.280 -0.071 -2.113  0.093
H: -1.026 0.157 6.552  0.088
O: -2.080 6.505 1.174  -0.177
H: 1.678 -1.336 -6.740  0.145
H: -4.073 -7.794 -3.839  0.087
H: 5.684 -0.251 -1.386  0.138
N: 4.155 2.144 -0.050  0.059
H: 3.151 4.336 5.861  0.077
H: 2.983 -1.372 6.220  0.078
H: -4.563 -7.339 -2.167  0.089
N: -4.109 0.854 -1.694  0.020
H: -0.813 -0.266 -5.494  0.092
H: -3.271 -5.347 1.114  0.059
C: 3.950 2.890 -1.295  -0.382
H: -2.606 4.664 2.113  0.129
H: -3.026 5.675 -1.962  0.103
O: 3.028 -4.020 3.189  -0.314
H: 1.618 3.439 -5.266  0.073
H: 7.485 -1.562 -0.384  0.095
C: -3.279 4.686 -2.345  -0.062
H: -1.535 -2.779 3.053  0.126
H: 1.939 -5.738 3.752  0.108
H: 4.465 -0.618 3.483  0.102
H: -1.732 0.781 2.865  0.084
H: 0.772 -5.733 -0.283  0.030
C: 4.005 -1.463 5.844  -0.023
H: -2.185 -0.345 4.154  0.090
H: 2.775 -4.628 -1.218  0.086
H: 2.012 -3.151 -1.743  0.074
H: 1.725 4.565 1.116  0.056
H: 0.447 -0.844 6.056  0.070
H: -6.127 5.852 2.887  0.078
H: 4.330 2.908 0.592  0.059
C: -2.848 -3.308 1.523  -0.380
C: -3.961 -7.065 -3.032  -0.109
H: 1.301 4.393 5.865  0.078
H: 1.968 3.856 -0.993  0.106
H: -3.880 6.753 2.881  0.138
H: -3.195 5.056 0.446  0.096
H: -0.731 -4.965 -0.082  0.013
C: -3.954 0.579 -0.263  -0.414
H: -0.445 5.223 1.483  0.069
H: 2.985 1.856 5.721  0.127
H: -0.956 5.368 -0.129  0.073
Hg: 3.868 -2.776 1.415  1.327
O: 1.401 -2.095 1.198  -0.099
H: -3.627 -5.035 2.833  0.082
O: 3.430 4.993 -0.035  -0.165
H: 5.083 -2.551 4.461  0.144
O: -5.003 -1.518 -0.655  -0.224
C: -0.002 -0.156 6.780  -0.108
N: 1.172 0.700 -6.673  0.046